# 1
ORCA calculation (ωB97M-V with the def2-TZVPD basis set) on 2 unconnected molecules or ions with the total composition C3H10NO2.

Structure (XYZ):
```
16
Properties=species:S:1:pos:R:3:forces:R:3
H 1.068954 -0.945844 1.342595 0.097 0.014 0.030
H 0.735429 0.639688 -1.939076 0.608 0.766 0.357
H -1.002902 -0.921318 -0.587638 -1.011 -0.343 0.421
O 1.206621 1.010002 -2.743160 -0.256 -0.106 0.496
H 0.992616 -1.571135 -0.302678 0.478 -0.072 -0.044
C -1.026884 0.005100 -0.002074 2.197 0.425 -0.304
C -1.361950 0.052580 1.520150 -0.785 -0.646 0.353
O -0.630042 0.978092 2.169683 -0.425 0.276 -0.338
H -1.266837 -0.938936 2.014351 0.267 -0.475 -0.337
H -2.494417 0.140227 1.502530 0.249 0.507 0.305
H -1.624771 0.759994 -0.515091 -0.014 -0.010 -0.121
H 0.932309 0.426341 -3.436669 -0.126 -0.393 -0.777
H 0.456842 1.080813 0.643341 0.100 0.189 -0.196
C 1.270570 -0.693991 0.294212 -0.756 -0.115 0.130
H 2.319189 -0.434343 0.189719 0.181 -0.103 -0.193
N 0.425274 0.412731 -0.150189 -0.805 0.086 0.219
```
Forces are in eV/Å.

Frontier orbital gap = 6.8794 eV
Charge = -1
HOMO energy = -0.10535 Eh

---

# 2
ORCA calculation (ωB97M-V with the def2-TZVPD basis set) on 2 unconnected molecules or ions with the total composition C3H10NO2.

Structure (XYZ):
```
16
Properties=species:S:1:pos:R:3:forces:R:3
H 2.298699 0.777549 -0.123475 -1.310 0.263 -0.210
H -1.024557 -0.394100 0.973340 -0.516 0.324 1.930
C -0.417218 -0.494734 0.120891 -0.466 1.248 -2.309
H -0.552633 2.938912 0.194222 0.956 -0.498 -0.683
H -1.190673 -0.943997 -0.579341 0.910 0.368 -0.110
C -0.856511 1.924727 -0.120379 -1.952 1.872 0.670
H 0.414697 -3.822911 -0.627767 0.090 0.019 -1.328
H 1.327816 0.891844 1.145855 0.365 0.622 0.008
O 0.652225 -1.259797 0.248967 0.747 -1.180 0.292
H 0.265925 0.665643 -1.556575 0.059 0.832 1.484
H -1.508789 2.092899 -0.979819 -0.406 -0.154 0.289
N 1.437698 1.270027 0.199095 0.102 -1.145 0.279
C 0.139847 0.887706 -0.440849 1.300 -1.157 -0.986
H -1.446412 1.704434 0.798902 -0.041 -0.490 -0.776
H 0.130592 -2.566950 0.452100 1.295 -3.927 -0.534
O 0.329294 -3.671252 0.294833 -1.132 3.004 1.983
```
Forces are in eV/Å.

Frontier orbital gap (spin up / spin down) = 10.6837 / 7.1025 eV
Spin multiplicity = 2
HOMO energy (spin up / spin down) = -0.36399 / -0.36270 Eh

---

# 3
ORCA calculation (ωB97M-V with the def2-TZVPD basis set) on 3 unconnected molecules or ions with the total composition C3H10NO2.

Structure (XYZ):
```
16
Properties=species:S:1:pos:R:3:forces:R:3
H 0.158175 1.685746 1.953095 0.106 -0.112 -0.021
H 1.072806 0.544694 0.212759 0.033 -0.019 0.294
C -0.517612 0.144558 -1.000919 -1.507 1.171 -0.625
H -1.047426 -2.477556 1.156945 0.068 -0.341 -0.137
H 3.150897 -0.410288 0.926356 0.172 -0.488 0.531
H -0.097213 -2.582270 -0.083296 -0.165 -0.505 0.083
H 3.207611 0.360959 -0.373706 -0.049 0.133 0.119
H -2.515041 0.950322 -0.888787 0.352 0.604 -0.074
C -1.736789 0.432277 -1.434579 -0.377 -1.168 0.339
H -2.115170 -0.160007 -2.256265 0.090 0.194 -0.220
O 2.674523 0.243972 0.425466 0.148 0.357 -0.719
O -0.430060 -1.998756 0.598353 0.155 0.534 0.277
H -1.473090 1.712103 1.036182 -0.507 -0.299 0.380
H 0.064992 -0.590570 -1.527067 0.589 0.278 0.205
C -0.460363 1.364740 1.126694 -0.110 0.885 -0.912
N 0.063767 0.780079 0.128763 1.005 -1.225 0.481
```
Forces are in eV/Å.

Frontier orbital gap = 9.4640 eV
Charge = +1
HOMO energy = -0.52597 Eh

---

# 4
ORCA calculation (ωB97M-V with the def2-TZVPD basis set) on 2 unconnected molecules or ions with the total composition C3H10NO2.

Structure (XYZ):
```
16
Properties=species:S:1:pos:R:3:forces:R:3
H 2.684226 -1.881400 1.561094 -1.289 0.385 -1.592
H -0.194370 0.363167 2.343110 -0.513 -0.204 0.166
O 1.097876 -0.085957 -2.009633 -1.041 0.690 0.456
H -1.693606 0.013174 -1.164320 -2.554 -2.542 -0.552
H -1.838474 0.215998 1.472369 -0.207 -0.570 0.547
H -0.255280 0.837262 -3.181387 -0.165 -0.095 1.755
C -0.830575 0.589797 1.491037 -0.128 4.196 0.800
H -0.306349 -0.921045 0.318166 0.239 0.513 0.043
O 2.017239 -1.550156 0.883078 0.552 -1.039 0.238
H -1.009471 1.794077 1.455704 0.889 -2.882 -0.021
C -0.874772 0.570428 -0.966022 0.547 3.674 2.481
H 0.857995 0.116704 0.148903 -0.362 0.686 0.557
H -1.433414 1.544840 -0.682531 1.584 -0.925 -0.931
N -0.178456 0.110234 0.295515 -0.215 -2.060 -2.395
H 1.927354 -2.212812 0.148547 0.664 0.694 1.248
C 0.030080 0.495683 -2.113627 1.999 -0.523 -2.799
```
Forces are in eV/Å.

Frontier orbital gap = 11.4854 eV
Charge = +1
HOMO energy = -0.55059 Eh

---

# 5
ORCA calculation (ωB97M-V with the def2-TZVPD basis set) on a molecular structure, C3H10NO2P.

Structure (XYZ):
```
17
Properties=species:S:1:pos:R:3:forces:R:3
H -3.294287 -0.077683 0.928649 0.859 0.471 -1.301
C -2.838889 0.664790 0.194735 -2.001 0.907 1.741
H -3.244323 0.649652 -0.787829 -0.479 -0.882 -0.773
O -1.454379 0.679936 0.080315 0.770 -0.293 0.149
H -3.196678 1.655839 0.554917 0.510 -0.362 0.128
P -0.522902 -0.239053 1.002138 -1.674 -2.208 -1.374
H 2.070161 1.020711 -1.258369 -0.984 -0.353 0.149
H 2.579173 0.763160 1.388028 -0.254 -1.093 -0.414
C 2.040504 -0.172477 1.065477 0.491 0.199 1.802
N 0.870030 0.173221 0.272206 0.430 -0.444 -0.265
H 2.675776 -0.897597 0.599467 0.675 0.101 -1.098
C 1.205467 0.314145 -1.143871 1.587 -1.945 -2.146
H -1.192974 -2.976038 0.430491 0.028 1.577 -0.407
H 1.640893 -0.717493 -1.491303 -0.530 1.622 0.709
O -1.297200 -2.107594 -0.048078 1.053 1.171 1.588
H 0.463132 0.463682 -1.989030 0.154 0.397 1.975
H 1.842678 -0.803141 1.977715 -0.636 1.135 -0.464
```
Forces are in eV/Å.

Frontier orbital gap = 9.6314 eV
HOMO energy = -0.32191 Eh

---

# 6
ORCA calculation (ωB97M-V with the def2-TZVPD basis set) on 2 unconnected molecules or ions with the total composition C3H10NO2P.

Structure (XYZ):
```
17
Properties=species:S:1:pos:R:3:forces:R:3
H -0.054545 2.468618 0.085797 0.323 0.540 -0.353
H -1.823313 -2.142904 -0.216087 -0.465 -0.596 0.113
N -0.507153 0.060031 -0.019204 -0.664 -0.813 -0.388
H -2.218314 1.346711 -1.051006 0.513 0.452 -0.524
O -2.879578 -0.427104 0.180231 -1.383 -1.946 0.352
H -1.370475 -3.047481 0.898290 -0.176 -0.239 0.877
C 1.839261 -0.415182 -0.223152 -2.303 0.418 -1.761
H -0.525356 -0.953740 -0.062491 -0.498 -0.364 -0.241
H 1.839547 2.372348 -0.374009 -2.592 -0.984 0.869
C 0.644081 0.510931 -0.014722 4.205 0.796 1.084
H 2.730100 -0.175168 0.228452 1.862 1.351 1.400
H 2.049579 -0.252183 -1.325436 -0.262 -1.186 0.977
H 1.208791 2.199690 1.226783 0.024 -0.532 0.946
H 1.593865 -1.390155 0.188948 -0.135 -0.478 -0.998
O -1.285688 -2.948694 -0.039486 0.155 0.991 -0.920
P -2.127309 0.848547 0.280215 -0.434 1.069 0.565
C 0.886500 1.945739 0.236870 1.830 1.523 -1.998
```
Forces are in eV/Å.

Frontier orbital gap = 8.0755 eV
HOMO energy = -0.28460 Eh

---

# 7
ORCA calculation (ωB97M-V with the def2-TZVPD basis set) on 2 unconnected molecules or ions with the total composition C3H10NO2P.

Structure (XYZ):
```
17
Properties=species:S:1:pos:R:3:forces:R:3
H -0.340362 -2.276003 1.806854 -0.096 2.494 -0.177
H -0.478981 1.014407 -1.185325 -0.514 -0.169 0.577
C -1.118088 1.731449 -0.642502 2.028 0.314 -0.483
P 1.781245 -0.106554 0.338432 1.757 -1.123 -0.960
C -0.445191 -1.102163 1.608143 1.011 -2.239 -0.532
H -0.800546 2.619864 -1.211387 -1.289 0.287 0.198
H -2.142523 1.371300 -0.668816 -0.031 0.543 -0.106
O 2.305858 0.049774 -1.211281 -1.178 -0.418 0.159
H 1.836622 0.865250 -1.457542 0.423 0.129 -0.592
N -0.182136 -1.574944 -0.748242 2.536 1.110 -0.739
O 2.059326 1.168753 0.989327 -0.569 1.285 1.373
H -1.438073 -0.802992 1.720760 -1.962 0.178 0.116
H -1.060711 -1.996743 -0.777494 -1.206 -0.760 -0.462
H 0.523503 -1.628642 -1.494696 -1.152 -0.252 0.250
H -0.703497 1.891840 0.371079 -0.474 -0.377 -0.477
C 0.115662 -0.735156 0.290241 -0.049 -1.327 0.130
H 0.087897 -0.489433 2.272442 0.765 0.324 1.726
```
Forces are in eV/Å.

Frontier orbital gap (spin up / spin down) = 7.4852 / 9.6562 eV
Spin multiplicity = 3
HOMO energy (spin up / spin down) = -0.24558 / -0.40639 Eh

---

What is the formula in the sixth record?
C3H10NO2P